Record 1
141
Properties=species:S:1:pos:R:3:lowdin_charge:R:1 method="wB97M-V/def2-TZVPD" charge=+6 de_lowest_ev=0.251 fmax_ev_per_a=2.6 e_homo_ev=-19.84
H 2.296 -3.660 -0.610 0.1061
C 0.327 -2.650 0.747 -0.4967
C -0.893 5.703 1.414 -0.0896
O -2.736 -5.197 -4.095 -0.2014
H -1.063 7.097 -3.750 0.0953
O -0.219 -1.337 0.750 -0.1134
N -1.897 -6.554 -6.349 0.2140
H -3.579 -3.621 -6.793 0.1056
H -3.529 -2.716 4.558 0.0977
H -7.206 9.639 -2.922 0.1039
H 2.182 2.579 2.304 0.1389
H -5.757 5.172 -1.058 0.0968
C -1.526 0.151 4.299 -0.2178
N 3.833 -4.692 2.861 0.2012
H 5.449 0.909 2.399 0.0933
C -5.405 8.840 -2.178 -0.3240
H 5.720 -5.610 4.568 0.1460
H -0.783 -4.742 -4.459 0.1255
H 1.068 8.330 -2.797 0.1836
O -4.869 6.518 -2.328 -0.2249
H -3.919 10.004 -2.960 0.1743
C -2.684 -5.066 -2.671 -0.0453
H 4.558 -1.940 -2.711 0.1552
C 2.012 -0.858 -2.782 -0.0619
H 4.741 -6.999 3.867 0.1419
H 3.345 -0.326 0.369 0.1518
H -7.170 9.783 -1.240 0.1118
C -5.975 7.443 -2.324 -0.1650
H -2.118 -6.978 -7.258 0.1833
H 0.078 -0.407 -1.006 0.0903
H 4.384 -0.922 1.449 0.1566
C 2.250 -5.783 4.459 -0.0164
H 1.049 -1.235 -3.115 0.0954
F -0.764 -4.783 0.161 0.1117
H -1.159 2.453 5.496 0.1023
C -2.985 -1.838 4.898 -0.0161
H -0.810 -3.144 4.496 0.1547
H 6.410 -7.486 6.644 0.1043
H 0.257 -1.966 4.089 0.1465
H -2.494 0.664 4.287 0.1445
H 2.263 -6.399 5.362 0.1080
C -2.013 -5.010 -6.326 -0.2665
H 5.643 -8.439 5.296 0.0978
H 0.126 5.806 1.796 0.0901
H 3.100 -4.120 2.389 0.1241
O -0.935 0.352 5.543 -0.1716
C -6.516 9.883 -2.103 -0.0110
H 1.501 -5.001 4.524 0.0720
C 3.291 0.799 2.179 -0.2786
N -0.630 -2.143 4.574 0.2201
C -0.605 7.651 -1.672 -0.3034
H -2.577 -7.025 -5.736 0.1740
C -1.783 -4.564 -4.883 -0.2115
H 0.834 2.929 -0.534 0.0889
H -0.111 1.850 6.715 0.1066
C -3.376 -4.694 -6.854 -0.0347
H 3.695 -4.304 4.925 0.1580
O -1.100 5.983 0.025 -0.1660
O 4.567 -6.763 5.825 -0.1778
H -4.243 -5.105 -6.330 0.1070
H 4.532 2.345 3.007 0.1085
H -0.267 7.792 0.445 0.1412
H 4.951 -5.823 -2.281 0.1047
H -1.216 1.066 0.592 0.0603
O 2.586 2.156 0.326 -0.2052
H 2.281 -4.947 -1.637 0.1760
H -0.955 0.495 3.422 0.1195
N -4.433 9.178 -3.277 0.2402
F -0.937 -4.129 2.225 0.1409
H -3.587 -4.952 -7.894 0.1066
H 4.798 -3.548 -1.127 0.1509
H 3.953 -5.244 -3.609 0.1062
H -6.200 10.914 -2.250 0.0995
C -0.206 7.021 -0.336 -0.2094
H 4.622 -4.037 2.793 0.1628
H 3.315 -2.883 -3.617 0.1430
H -1.176 -4.831 -7.001 0.1600
H -4.502 4.481 -2.164 0.0847
H -0.007 5.921 -2.917 0.1013
H -2.631 0.070 0.214 0.0852
H 0.678 -2.842 -0.290 0.1148
N 3.459 -0.495 1.377 0.2237
O 1.317 -2.694 1.647 -0.2161
C -0.771 -0.841 -0.461 -0.2554
N 2.892 -4.385 -1.040 0.2422
H -1.335 -1.532 -1.087 0.1222
H -1.493 5.836 -2.530 0.0954
H 2.782 -1.241 1.640 0.1094
H 4.973 -8.349 6.968 0.1071
H -4.853 9.406 -4.186 0.1927
C 3.640 -5.198 4.303 -0.2874
C -0.417 1.674 5.686 -0.0525
C 2.202 1.723 1.626 -0.1790
H 3.264 -4.950 -0.285 0.1500
H -0.452 -1.905 5.555 0.1658
H 2.655 -0.629 -3.638 0.1035
H 4.706 2.155 1.320 0.0938
H -1.964 -3.479 -4.880 0.1390
C -5.309 5.197 -2.058 -0.0913
F -2.041 -3.150 0.647 0.1404
H 1.226 1.231 1.535 0.1210
H 1.023 9.024 -1.260 0.1851
H -2.748 -1.961 5.958 0.1028
N 0.465 8.668 -2.045 0.2572
H -3.618 -5.485 -2.317 0.1095
C 4.605 1.576 2.238 -0.0104
H 2.043 -6.577 3.734 0.1047
H 5.448 -4.612 -3.350 0.1215
C 4.774 -6.165 4.588 -0.2250
C 5.480 -7.808 6.170 -0.0356
H 3.030 0.381 3.152 0.1500
H 1.584 3.974 0.633 0.0786
H 2.417 3.717 -0.939 0.1001
C 1.813 3.257 -0.162 -0.0653
H -3.722 -1.033 4.963 0.0993
H -1.987 0.831 -1.059 0.0848
H -0.972 -6.886 -6.072 0.1704
C -1.632 0.370 -0.130 -0.0608
H -6.146 4.892 -2.697 0.1018
H 1.982 0.096 -2.258 0.0849
C 4.064 -3.824 -1.886 -0.2938
H -1.808 -5.592 -2.280 0.0812
C -0.818 6.659 -2.784 -0.0482
H -4.908 8.768 -1.208 0.1572
O 2.735 -1.760 -1.932 -0.2181
C 4.571 -4.920 -2.764 -0.0379
H -1.235 4.715 1.716 0.0894
C -1.803 -1.322 4.051 -0.2691
H -2.576 -4.007 -2.412 0.0833
H -0.025 9.517 -2.343 0.1826
H 0.463 1.716 5.038 0.0804
H -2.014 -1.614 3.027 0.1361
H -6.499 7.209 -1.396 0.1472
H -3.713 8.488 -3.507 0.1544
H -6.528 7.301 -3.255 0.1512
C 3.667 -2.567 -2.632 -0.1749
C -0.851 -3.687 0.964 -0.5245
H -1.632 8.015 -1.588 0.1476
H -1.496 6.412 1.990 0.1049
H 4.108 -5.449 2.230 0.1566
H 0.827 6.648 -0.360 0.1392

---

Record 2
138
Properties=species:S:1:pos:R:3:lowdin_charge:R:1 method="wB97M-V/def2-TZVPD" smiles=COC[C@H](C)N.COC[C@H](C)N.COC[C@H](C)N.COC[C@H](C)N.COC[C@H](C)N.COC[C@H](C)N.CCO.CCO.CCO.CCO de_lowest_ev=2.772 fmax_ev_per_a=3.3 e_homo_ev=-8.31
O -3.096 -3.220 1.842 -0.1116
H -6.132 0.243 3.995 0.1227
H 0.713 5.072 -6.828 0.0622
H 1.753 1.184 3.779 0.0322
H 2.013 -5.634 1.478 0.0769
H 3.045 -5.047 -0.760 0.1371
C -6.637 -2.462 2.911 -0.1052
H 4.895 -4.586 0.086 0.0663
H 2.656 4.197 7.837 0.0909
H -0.011 0.503 -1.350 0.0629
H -3.069 2.015 2.426 0.0742
H -2.537 -0.179 1.912 0.0425
H 2.414 3.489 -4.022 0.1043
O 2.973 0.053 3.649 -0.2291
H -3.579 0.106 3.940 0.1341
C 2.617 -2.956 -0.758 -0.2019
H -3.904 0.079 1.086 0.0246
C -2.521 -0.458 -6.445 -0.1405
N 6.470 -0.577 5.089 0.0617
C -5.607 -0.290 3.203 -0.1676
H 6.742 -0.168 4.206 0.0649
C 2.819 -0.988 2.709 -0.0886
H 4.255 1.164 4.714 0.1172
H 6.451 0.296 5.597 0.0711
H -1.015 0.723 4.290 0.0541
H 1.812 -2.689 -3.539 0.0953
N -3.529 -0.368 1.911 0.0556
H -4.701 -1.816 -7.645 0.0655
H 1.766 -3.933 1.868 0.0745
H -5.903 -2.141 -1.396 0.0763
H 1.549 2.740 3.351 0.0896
H 0.187 -2.339 -2.816 0.0878
C 5.070 -0.810 4.787 -0.4805
C 4.341 1.170 -2.341 -0.3083
C -0.419 0.055 -0.444 -0.0632
C -4.468 -1.520 -5.087 -0.0496
H 0.025 0.128 -4.320 0.0684
H -1.132 2.285 -4.013 0.0855
H -0.776 3.850 -3.419 0.0875
O -4.517 0.769 -0.442 -0.1192
C -5.085 -1.525 -1.023 -0.0772
H 2.006 5.537 -7.673 0.0675
C 1.371 2.609 5.970 -0.2068
H 3.503 -2.697 -1.337 0.1262
H -6.214 0.330 -1.531 0.1082
H 3.616 4.886 6.528 0.0869
H 3.111 -1.951 3.128 0.0794
H -0.577 -3.210 -0.390 0.0310
H 4.856 -1.672 4.156 0.1228
H 4.171 4.908 -6.960 0.0707
H -6.317 -0.197 0.106 0.0921
O -0.607 0.256 1.951 -0.1198
H -2.151 -2.567 -0.480 0.0554
H -4.234 -2.525 -5.438 0.0759
H -1.141 1.328 6.019 0.0885
C 3.771 4.793 -5.953 -0.0781
H 5.025 -1.956 6.658 0.0858
H -4.350 -0.459 -8.237 0.0601
H 3.460 -1.641 5.983 0.0825
C 2.297 4.302 -6.037 -0.4068
H -2.323 0.350 -7.149 0.1148
C 2.994 4.037 6.813 -0.1142
O 1.524 -3.241 -1.567 -0.2126
H -4.179 0.953 -1.321 0.0842
H 3.410 -0.808 1.811 0.0921
H -1.062 -2.682 1.837 0.0955
H 0.105 -0.900 -0.416 0.0636
H 2.312 -2.147 -0.094 0.1117
H 3.868 5.793 -5.531 0.0754
H 1.439 4.921 -4.138 0.1283
H 5.074 1.354 -1.555 0.1105
C 2.969 1.189 -1.709 -0.0922
H -0.094 0.449 -5.974 0.0877
H 2.361 3.450 -6.714 0.1286
H -6.588 -2.374 1.826 0.0700
C 1.858 -4.645 1.048 -0.0430
H 0.907 -4.757 0.528 0.0629
H 1.788 -1.167 2.402 0.0833
H -1.482 -4.458 1.833 0.1040
H 0.977 2.376 6.959 0.1192
H 4.150 -4.936 1.431 0.0599
C 0.323 2.281 4.828 -0.3700
H 0.299 2.600 -2.912 0.0713
C -1.731 -3.461 1.470 -0.2911
H -0.304 0.746 2.719 0.0092
N 1.058 1.899 3.620 0.0500
C -4.195 0.275 3.057 -0.3822
H -0.339 3.132 4.670 0.1425
H 1.057 0.724 0.935 0.0906
H 5.507 -0.231 -3.048 0.0801
O -5.647 -1.681 3.579 -0.1808
O 4.570 -0.131 -2.866 -0.0816
C -0.019 0.760 0.763 -0.3389
H -3.248 -2.280 1.964 0.0040
H -3.946 -1.269 -4.164 0.0487
C 4.464 -1.226 6.075 -0.0730
H -0.247 1.825 0.716 0.1149
C 4.330 0.314 4.035 -0.1584
H 3.690 3.199 6.764 0.0751
C -1.594 -3.399 -0.048 -0.0922
O 2.073 3.818 5.758 -0.1687
N -4.779 -0.838 -7.405 0.0188
C -4.053 -0.459 -6.193 -0.4045
C -5.630 -0.137 -0.738 -0.2547
H -0.020 -1.275 -5.385 0.0876
H 1.535 -1.384 -2.318 0.0598
H -4.363 0.518 -5.822 0.1298
O -1.798 -0.355 -5.133 -0.1952
N 4.169 -4.242 0.698 0.0196
H 2.119 0.969 -2.355 0.0477
C -0.293 2.935 -3.764 -0.1241
H 2.886 0.497 -0.871 0.0644
C 2.905 -4.258 -0.021 -0.4123
H -1.841 -4.316 -0.583 0.0752
H 4.410 -0.321 6.680 0.0773
H -4.315 -1.617 -1.789 0.0600
C -4.073 1.760 2.765 -0.0636
H -4.790 -2.030 -0.103 0.0576
H 2.110 1.808 6.003 0.0999
C -0.423 -0.275 -5.228 -0.1520
H -6.424 -3.529 2.983 0.0866
O 0.479 3.206 -4.895 -0.1865
H -2.256 -1.345 -7.021 0.1169
C -0.492 1.059 5.186 -0.0557
N 1.653 5.429 -6.733 0.0189
H -4.321 2.252 3.705 0.0757
H 2.741 2.214 -1.417 0.0791
H -4.656 2.115 1.915 0.0728
H 0.136 0.196 5.405 0.0911
H -6.166 -0.197 2.272 0.1009
C 1.656 3.976 -4.637 -0.1610
H -5.532 -1.486 -4.854 0.0712
H 4.895 0.726 3.199 0.1265
H 4.488 1.915 -3.123 0.0986
H -1.504 -0.050 -0.424 0.0829
H 4.291 4.042 -5.358 0.0617
C 1.263 -2.386 -2.647 -0.0982
H -7.640 -2.262 3.288 0.0834